Record 1
C3H5NO2 as an isolated structure, computed with wB97M-V/def2-TZVPD.

Calculated values
Relative energy (zero: lowest compared OMol25 entry of this formula, charge and spin) (eV): 1.961
F_max (hartree/bohr): 0.009
Orbital gap (hartree): 0.4003

Element x y z (Å)
C -1.229 0.120 -0.088
O 1.665 -1.416 0.283
N -0.631 -1.241 -0.089
H -1.536 0.437 -1.091
O 0.767 1.732 -0.368
C 0.141 0.716 0.354
H 0.143 1.045 1.396
C 0.518 -0.745 0.181
H 1.409 -2.338 0.108
H -2.063 0.216 0.615
H 0.817 1.473 -1.300


Record 2
An isolated ion of composition C7H15N2 and charge +1 in a non-equilibrium geometry, computed with wB97M-V/def2-TZVPD.

Calculated values
SMILES string: CC1(C)C[C@]1(C)C(N)=[NH2+]
Relative energy (zero: lowest compared OMol25 entry of this formula, charge and spin) (eV): 1.287
F_max (hartree/bohr): 0.080
Orbital gap (hartree): 0.3894
Charge: +1

Element x y z (Å)
C 1.363 0.771 0.079
C 0.918 -0.658 -0.222
C -0.161 0.495 -0.231
H 1.633 1.178 1.020
H 1.817 1.307 -0.811
H 0.253 -2.428 0.765
H -3.107 0.471 1.243
N -2.383 0.707 0.607
H 0.109 0.721 2.649
H -1.094 1.914 -1.499
H 1.836 -2.192 1.137
H 0.256 -1.029 -2.235
C -1.108 0.702 0.914
H 0.379 1.146 -2.142
H 1.272 -2.243 -1.366
H -2.459 0.662 -0.413
C 0.858 -1.608 0.913
C 1.112 -1.267 -1.533
H 1.928 -0.786 -1.985
H -1.504 1.126 2.773
N -0.780 0.764 2.206
C -0.581 0.971 -1.567
H 0.607 -0.980 1.833
H -1.162 0.257 -2.134


Record 3
C19H13Cl2F3PrS3 as an isolated structure in a non-equilibrium geometry, computed with wB97M-V/def2-TZVPD.

Calculated values
Relative energy (zero: lowest compared OMol25 entry of this formula, charge and spin) (eV): 0.000
F_max (hartree/bohr): 0.086
Orbital gap (alpha / beta) (hartree): 0.2341 / 0.2334
2S+1: 3
Charge: -1

Element x y z (Å)
H -0.569 -1.562 4.619
C 0.041 -1.001 3.886
C 1.828 0.487 3.524
F 0.396 1.300 6.266
H 2.617 1.208 3.868
H -3.421 -3.538 0.728
C 1.109 0.136 5.939
C 2.348 3.626 -2.836
C -2.820 -1.830 -2.163
C 0.769 -1.046 -0.944
Cl -1.845 -4.299 -1.500
H 2.599 0.551 1.445
C -2.815 -2.925 -1.218
C -4.380 -0.740 -0.733
C -3.483 -2.821 -0.038
C -3.557 -0.725 -1.832
C -4.416 -1.740 0.240
C -0.036 -1.251 2.580
H 3.090 3.522 -2.027
F 2.435 0.270 6.289
S 0.824 0.609 -4.970
H 1.935 4.590 -2.521
H 3.671 1.352 -2.668
C 1.815 0.181 2.164
Cl -3.525 0.854 -2.724
H 3.266 -0.187 -3.566
S -2.209 -2.003 -3.816
C 0.794 -1.091 0.269
C 1.263 2.630 -3.064
S -0.387 2.972 -2.712
C 0.874 -0.695 1.625
C 0.966 -0.125 4.405
C 3.145 0.966 -3.547
H 3.690 1.326 -4.413
H 2.935 3.808 -3.760
Pr -0.558 0.077 -2.698
H -5.085 0.103 -0.590
H -4.883 -1.603 1.178
C 1.710 1.444 -3.707
H -0.749 -1.961 2.257
F 0.615 -0.868 6.766


Record 4
A 2-piece molecular cluster, C7H7IO4 overall in a non-equilibrium geometry, computed with wB97M-V/def2-TZVPD.

Calculated values
Relative energy (zero: lowest compared OMol25 entry of this formula, charge and spin) (eV): 4.388
F_max (hartree/bohr): 0.086
Orbital gap (alpha / beta) (hartree): 0.3629 / 0.1450

Element x y z (Å)
C 1.397 -2.294 2.633
O -0.881 1.565 -1.072
C -1.835 2.163 -3.076
C -1.584 1.095 -2.161
C -0.483 0.848 -0.048
C 0.561 -0.194 2.015
C 1.872 -3.467 1.855
H -1.881 1.667 -4.134
H 1.033 -3.614 1.050
C -0.015 0.577 1.051
H 2.789 -3.259 1.166
O 1.688 -1.898 3.726
I 1.404 4.628 4.239
H -2.750 2.609 -2.973
H -1.123 2.913 -2.992
H 2.109 -4.338 2.472
O -2.023 0.010 -2.268
O 0.818 -1.475 1.717
H 0.821 0.252 2.965


Record 5
A 3-piece molecular cluster, C7H14 overall in a non-equilibrium geometry, computed with wB97M-V/def2-TZVPD.

Calculated values
Relative energy (zero: lowest compared OMol25 entry of this formula, charge and spin) (eV): 7.519
F_max (hartree/bohr): 0.055
Orbital gap (alpha / beta) (hartree): 0.2892 / 0.2608

Element x y z (Å)
C 2.061 0.439 -0.898
C 0.618 -1.452 0.250
H -2.036 -1.785 -0.539
H -0.316 1.648 0.260
H 3.527 -0.984 -0.008
C 2.893 -0.125 0.240
H 1.861 1.508 -0.852
C -1.596 1.480 0.257
H 0.743 1.268 0.971
H 0.762 -2.184 1.035
H -0.063 -1.707 -0.539
C 1.458 -0.352 0.155
H 2.156 0.029 -1.906
C -1.683 0.103 0.448
H -3.470 -0.967 0.073
H 3.333 0.550 0.974
H -2.153 1.888 -0.599
H -2.681 -0.360 -1.393
H -1.200 -0.298 1.339
C -2.494 -0.803 -0.407
H -1.720 2.106 1.140


Record 6
A 2-piece molecular cluster, C5H4O3 overall in a non-equilibrium geometry, computed with wB97M-V/def2-TZVPD.

Calculated values
Relative energy (zero: lowest compared OMol25 entry of this formula, charge and spin) (eV): 5.454
F_max (hartree/bohr): 0.149
Orbital gap (hartree): 0.2739

Element x y z (Å)
O -2.091 1.354 0.816
O -0.891 1.405 -1.191
C 0.994 0.194 -0.710
C -0.040 0.077 0.497
C -1.084 1.130 0.112
H 0.485 1.511 -2.608
C 0.395 1.108 -1.469
C -0.400 -1.110 1.133
H -1.275 -1.430 1.673
H 1.746 -1.494 1.368
O 0.458 -2.038 1.309
H 1.703 -0.708 -0.931